# 1
C19H25N5O2 in the gas phase. Source: the Open Molecules 2025 dataset; level of theory: ωB97M-V with the def2-TZVPD basis set.

Values from the calculation:
E_HOMO in eV: -8.79
SMILES string: Cc1cc(CNC(=O)C[C@@H]2C(=O)NCCN2Cc2ccccc2)nn1C
Energy in eV: -31655.2767

XYZ file:
```
51
Properties=species:S:1:pos:R:3:mulliken_charge:R:1
C -5.45 -0.13 0.06 -1.4458
C -4.02 -0.30 -0.32 0.9094
C -3.30 0.22 -1.37 -1.6397
C -2.00 -0.28 -1.21 0.3958
C -0.82 -0.03 -2.09 -0.8631
N 0.42 -0.23 -1.39 0.3098
C 1.48 0.58 -1.57 0.6120
O 1.49 1.48 -2.39 -0.7169
C 2.72 0.27 -0.74 -1.0877
C 2.59 -0.84 0.31 0.3143
C 2.53 -2.18 -0.44 -0.0474
O 3.31 -2.44 -1.33 -0.7004
N 1.61 -3.08 -0.03 -0.0386
C 0.65 -2.87 1.03 -0.1048
C 1.22 -1.84 1.99 -1.1133
N 1.50 -0.63 1.24 0.8810
C 1.67 0.57 2.05 -1.2148
C 1.05 1.77 1.39 0.5366
C -0.27 1.70 0.97 -0.1911
C -0.86 2.78 0.33 -0.4046
C -0.14 3.94 0.13 -0.6037
C 1.17 4.03 0.57 -0.6549
C 1.76 2.95 1.20 -0.4341
N -1.94 -1.06 -0.14 -0.1356
N -3.16 -1.06 0.39 0.2396
C -3.44 -1.79 1.59 -1.0021
H -5.95 0.50 -0.66 0.3392
H -5.95 -1.10 0.09 0.3344
H -5.53 0.32 1.05 0.3154
H -3.65 0.87 -2.15 0.4422
H -0.86 -0.71 -2.96 0.3551
H -0.84 0.99 -2.48 0.5011
H 0.37 -0.78 -0.54 -0.3496
H 3.49 -0.04 -1.45 0.5862
H 3.05 1.20 -0.29 0.2481
H 3.56 -0.88 0.85 0.4876
H 1.56 -3.93 -0.56 0.2638
H 0.47 -3.82 1.54 0.3954
H -0.30 -2.50 0.62 -0.0255
H 0.48 -1.61 2.76 0.4902
H 2.12 -2.24 2.48 0.2845
H 2.74 0.75 2.27 0.2838
H 1.17 0.40 3.01 0.4103
H -0.82 0.79 1.13 0.2511
H -1.88 2.71 -0.01 0.4562
H -0.59 4.78 -0.38 0.4050
H 1.74 4.93 0.41 0.3819
H 2.79 3.02 1.54 0.3973
H -2.52 -2.27 1.91 0.2391
H -3.79 -1.12 2.38 0.3376
H -4.20 -2.56 1.41 0.3696
```


# 2
A molecular structure, C19H25N5PdSTe. Source: the Open Molecules 2025 dataset; level of theory: ωB97M-V with the def2-TZVPD basis set.

Values from the calculation:
E_HOMO (alpha / beta) in eV: -6.66 / -6.66
Energy in eV: -49166.6683

XYZ file:
```
52
Properties=species:S:1:pos:R:3:mulliken_charge:R:1
Pd -0.03 -0.06 0.17 0.1652
C -5.86 -0.18 1.74 -1.0510
C -5.54 -0.36 0.26 -0.4608
N -4.31 -1.12 0.05 -0.2234
C -3.09 -0.55 0.21 0.5885
S -1.77 -1.67 0.36 -0.3399
N -3.02 0.75 0.22 -0.6111
N -1.75 1.22 0.23 0.2136
C -1.58 2.48 0.26 0.3918
C -2.74 3.43 0.27 -1.4429
C -0.19 2.93 0.18 0.6111
C 0.18 4.26 0.20 -0.6447
C 1.52 4.61 0.09 -0.4034
C 2.46 3.62 -0.04 -1.0154
C 2.03 2.31 -0.05 -0.0749
N 0.74 1.97 0.07 0.1210
H -6.83 0.32 1.87 0.3477
H -5.09 0.42 2.23 0.2882
H -5.91 -1.15 2.24 0.2971
H -5.41 0.60 -0.22 0.2867
H -6.34 -0.89 -0.24 0.3779
H -4.33 -2.09 0.31 0.2638
H -3.54 3.01 0.88 0.3606
H -3.13 3.55 -0.74 0.2690
H -2.46 4.40 0.66 0.4357
H -0.58 5.02 0.31 0.2285
H 1.81 5.66 0.11 0.4297
H 3.52 3.84 -0.14 0.4019
H 2.72 1.48 -0.13 0.4048
Te 2.11 -0.95 1.36 -0.2094
C 1.63 -6.27 1.87 -0.9832
N 1.81 -5.30 0.80 0.0094
C 3.19 -4.88 0.69 -0.8904
C 0.89 -4.17 0.93 -1.1997
C 0.89 -3.31 -0.31 0.7055
C 0.34 -3.87 -1.46 -0.3473
C 0.26 -3.18 -2.65 -0.7918
C 0.78 -1.90 -2.72 -0.7793
C 1.36 -1.32 -1.61 0.7379
C 1.40 -2.00 -0.37 -0.9645
H 2.27 -7.13 1.70 0.3310
H 0.59 -6.61 1.88 0.2960
H 1.86 -5.85 2.86 0.3516
H 3.84 -5.75 0.59 0.3664
H 3.53 -4.30 1.58 0.2981
H 3.33 -4.25 -0.19 0.2455
H 1.13 -3.56 1.81 0.4654
H -0.11 -4.58 1.08 0.5904
H -0.04 -4.89 -1.39 0.3984
H -0.20 -3.63 -3.52 0.3951
H 0.74 -1.35 -3.65 0.4224
H 1.87 -0.37 -1.73 0.3374
```